#one
DFT (ωB97M-V with the def2-TZVPD basis set) results for C36H96O36S12 as an isolated structure.

Summary:
- HOMO-LUMO gap (eV) = 6.94
- spin multiplicity = 1
- HOMO energy (eV) = -6.941

Each line ends with the Mulliken charge.
CARTESIAN COORDINATES (ANGSTROEM)
O (2.4964, 0.4097, 2.8123)  -0.931
S (3.0198, -0.7778, 2.0917)  0.222
O (2.2784, -1.9981, 2.1489)  -0.797
O (3.1293, -0.5231, 0.4794)  0.928
C (3.7722, 0.7289, -0.0116)  -1.660
C (2.6631, 1.7406, -0.3475)  -0.006
C (4.8105, -1.0628, 2.5088)  -1.073
H (4.3075, 0.4249, -0.9112)  -0.080
H (4.5145, 1.0805, 0.7050)  0.683
H (3.1982, 2.6452, -0.6361)  2.244
H (2.0611, 1.9101, 0.5453)  -0.985
H (2.0698, 1.3823, -1.1887)  0.415
H (4.8185, -1.5221, 3.4973)  0.503
H (5.4121, -0.1614, 2.3924)  0.300
H (5.1922, -1.7056, 1.7156)  0.352
O (-1.6135, 1.6896, -2.3918)  -1.438
S (-1.4675, 1.6818, -3.8462)  1.348
O (-2.4399, 2.2237, -4.8373)  -0.970
O (0.0969, 2.2423, -4.1608)  0.217
C (0.4786, 2.5051, -5.5517)  -0.347
C (0.7356, 3.9812, -5.7579)  -1.435
C (-1.2568, -0.0623, -4.3480)  0.223
H (-0.1860, 2.0686, -6.2973)  0.404
H (1.4123, 1.9675, -5.3867)  0.420
H (1.3859, 4.0064, -6.6323)  0.441
H (1.3063, 4.3634, -4.9115)  0.194
H (-0.2113, 4.5154, -5.8358)  0.412
H (-1.2386, -0.0861, -5.4376)  0.654
H (-2.0925, -0.6571, -3.9793)  1.255
H (-0.4318, -0.4537, -3.7527)  -1.096
O (0.8644, -1.8249, 3.6150)  -0.327
S (0.4099, -0.4704, 3.8584)  1.889
O (-0.0294, 0.3040, 2.7389)  -1.018
O (-0.7448, -0.4679, 5.0584)  -0.667
C (-1.6332, 0.6102, 5.2183)  0.008
C (-1.4343, 1.3112, 6.5847)  -1.883
C (1.7651, 0.4997, 4.7869)  -0.986
H (-2.6397, 0.1927, 5.1913)  0.571
H (-1.6840, 1.3307, 4.4019)  -0.083
H (-1.0384, 0.5672, 7.2760)  0.368
H (-2.2874, 1.8270, 7.0255)  0.372
H (-0.6539, 2.0611, 6.4561)  0.281
H (1.2493, 1.4484, 4.9357)  0.509
H (2.6296, 0.6709, 4.1454)  -0.049
H (1.9551, -0.0440, 5.7123)  0.607
O (1.3122, 3.2996, 0.5888)  -0.708
S (0.4622, 4.2615, -0.0784)  0.993
O (0.0044, 5.4793, 0.5303)  -0.847
O (1.0953, 4.5880, -1.5692)  -0.831
C (1.4111, 3.5680, -2.4753)  2.343
C (2.7839, 4.1348, -3.0457)  -3.050
C (-1.1568, 3.4078, -0.5857)  0.342
H (0.6933, 3.4583, -3.2882)  0.662
H (1.5079, 2.6031, -1.9777)  -1.342
H (2.6974, 5.1088, -3.5273)  0.507
H (3.1236, 3.5260, -3.8836)  0.458
H (3.5897, 4.2257, -2.3173)  0.717
H (-0.9605, 2.5554, -1.2360)  0.281
H (-1.7120, 4.1939, -1.0974)  1.186
H (-1.4143, 2.9747, 0.3809)  -1.882
O (-0.1039, -4.1806, 2.1177)  -0.973
S (-1.0303, -4.0860, 0.9661)  1.346
O (-1.3206, -2.7779, 0.3617)  -0.233
O (-0.6117, -5.1975, -0.2304)  -0.045
C (0.1467, -6.3640, 0.1184)  -0.240
C (0.7236, -6.6870, -1.2247)  -0.996
C (-2.6480, -4.7118, 1.5111)  -1.000
H (-0.5399, -7.1273, 0.4845)  0.432
H (1.0306, -6.3453, 0.7560)  0.194
H (1.4236, -7.5163, -1.1228)  0.485
H (1.3014, -5.8718, -1.6604)  0.156
H (-0.0572, -6.9480, -1.9391)  0.239
H (-3.1853, -5.0185, 0.6137)  0.369
H (-3.0472, -3.8384, 2.0267)  -0.450
H (-2.3998, -5.6054, 2.0838)  0.629
O (2.0667, -4.1189, 1.1054)  -0.498
S (3.0703, -4.1463, 0.0491)  1.093
O (4.0624, -5.1874, -0.0874)  -0.813
O (2.2806, -4.2035, -1.4216)  -0.953
C (1.0877, -3.5029, -1.7224)  1.485
C (0.6985, -3.5418, -3.2679)  -1.681
C (3.8684, -2.4497, -0.1490)  0.861
H (1.0843, -2.5007, -1.2939)  0.390
H (0.3242, -4.0301, -1.1503)  -0.447
H (1.6159, -3.5528, -3.8564)  0.596
H (0.0879, -2.7247, -3.6522)  -0.065
H (0.2223, -4.4471, -3.6445)  0.267
H (3.8990, -1.9204, 0.8033)  -0.837
H (3.2321, -1.8742, -0.8213)  -0.661
H (4.8910, -2.5400, -0.5153)  0.592
O (-2.9758, 0.5337, 0.3628)  -0.018
S (-3.1073, 2.0240, 0.3837)  0.510
O (-2.7544, 2.8409, -0.7688)  -0.411
O (-4.6423, 2.4988, 0.8035)  -0.653
C (-5.5300, 1.6647, 1.5809)  0.988
C (-6.9954, 1.9979, 1.4476)  -1.421
C (-2.3707, 2.6829, 1.9526)  -0.498
H (-5.2673, 1.7236, 2.6371)  0.247
H (-5.3393, 0.6440, 1.2493)  -0.353
H (-7.0182, 3.0854, 1.5172)  0.355
H (-7.5209, 1.5722, 2.3024)  0.380
H (-7.3236, 1.5652, 0.5025)  0.320
H (-2.5666, 3.7545, 1.9145)  0.932
H (-1.2906, 2.7750, 1.8385)  -0.719
H (-2.6977, 2.1385, 2.8385)  0.205
O (1.2587, -0.4726, -3.0496)  -1.468
S (1.9141, -0.1377, -4.3509)  1.875
O (1.1454, 0.1633, -5.5817)  -0.758
O (3.1248, 0.9486, -4.0703)  -0.373
C (4.2538, 0.7704, -3.2175)  0.274
C (4.6508, 2.1512, -2.6630)  -1.528
C (2.9497, -1.5803, -4.8701)  -1.417
H (5.0201, 0.3206, -3.8488)  0.546
H (3.9984, -0.0393, -2.5340)  -0.086
H (3.8158, 2.5319, -2.0749)  -0.173
H (5.0703, 2.8894, -3.3465)  0.492
H (5.4398, 1.9447, -1.9398)  0.455
H (3.1125, -2.3292, -4.0950)  0.267
H (3.9099, -1.1044, -5.0692)  0.560
H (2.5289, -1.9672, -5.7982)  0.448
O (-2.3180, -4.5406, 3.5298)  -0.770
S (-1.6644, -3.1900, 3.6908)  2.121
O (-0.2070, -3.1001, 3.6392)  -0.440
O (-2.2728, -2.1347, 2.5414)  -0.915
C (-3.6943, -2.0088, 2.6949)  -0.807
C (-4.3293, -1.4188, 1.4513)  -0.618
C (-2.2593, -2.4017, 5.2529)  -0.018
H (-3.9056, -1.3154, 3.5089)  0.813
H (-4.1634, -2.9731, 2.8899)  0.862
H (-3.8176, -0.5247, 1.0952)  -0.532
H (-5.3618, -1.1539, 1.6794)  1.202
H (-4.2794, -2.0889, 0.5931)  -0.297
H (-1.7056, -2.6499, 6.1584)  0.452
H (-3.2539, -2.8086, 5.4357)  0.495
H (-2.1480, -1.3364, 5.0507)  -0.378
O (-0.0039, 2.4768, 4.5260)  -0.614
S (0.4042, 3.1523, 3.2653)  1.315
O (-0.5911, 3.5487, 2.2803)  -0.306
O (1.3823, 4.4606, 3.6600)  -0.566
C (1.8441, 5.3751, 2.5994)  0.712
C (1.8427, 6.8848, 2.9040)  -1.566
C (1.6075, 2.0599, 2.4991)  -1.034
H (1.2903, 5.2539, 1.6685)  -0.352
H (2.8182, 5.0046, 2.2803)  0.302
H (1.8612, 7.3684, 1.9274)  0.390
H (2.7555, 7.1522, 3.4364)  0.362
H (0.9339, 7.2614, 3.3733)  0.318
H (2.3860, 2.0130, 3.2607)  1.001
H (2.1150, 2.5758, 1.6840)  1.414
H (1.1407, 1.0980, 2.2869)  -0.144
O (-3.7969, -2.5758, -3.9238)  -0.780
S (-2.3455, -2.6296, -3.5971)  1.521
O (-1.3719, -2.8524, -4.6601)  -0.610
O (-2.0180, -1.2177, -2.7608)  -1.292
C (-2.8898, -0.8467, -1.6571)  -0.480
C (-3.3765, 0.5292, -1.8581)  -1.276
C (-2.0433, -3.7970, -2.1416)  1.439
H (-2.1815, -0.8964, -0.8301)  -0.185
H (-3.7330, -1.5280, -1.5430)  1.299
H (-3.7318, 0.5409, -2.8885)  1.055
H (-2.6364, 1.3260, -1.7839)  0.471
H (-4.1456, 0.8031, -1.1359)  0.041
H (-2.4345, -4.7965, -2.3314)  0.788
H (-2.4983, -3.4280, -1.2224)  -0.866
H (-0.9653, -3.9126, -2.0291)  -0.856
O (0.6313, -2.3320, 1.9349)  -0.363
S (0.2422, -1.1346, 1.1795)  1.630
O (1.0692, 0.0310, 1.3130)  -0.411
O (0.2197, -1.5970, -0.4083)  1.008
C (0.8743, -0.7850, -1.3457)  0.550
C (0.0398, 0.5504, -1.6728)  0.622
C (-1.4899, -0.7749, 1.4258)  -0.137
H (1.0818, -1.4031, -2.2192)  -0.121
H (1.9098, -0.4940, -1.1695)  -1.278
H (-0.0437, 1.1885, -0.7931)  -0.497
H (-0.8961, 0.3725, -2.2023)  -0.363
H (0.5326, 1.1840, -2.4102)  -0.094
H (-1.7300, -0.2060, 2.3240)  -0.218
H (-2.0893, -1.6774, 1.5457)  -0.172
H (-1.9426, -0.2132, 0.6086)  0.138

***

#two
DFT (ωB97M-V with the def2-TZVPD basis set) results for a 12-piece molecular cluster, C36H96O36S12 overall.

Summary:
- HOMO-LUMO gap (eV) = 10.63
- SMILES string = CCOS(C)(=O)=O.CCOS(C)(=O)=O.CCOS(C)(=O)=O.CCOS(C)(=O)=O.CCOS(C)(=O)=O.CCOS(C)(=O)=O.CCOS(C)(=O)=O.CCOS(C)(=O)=O.CCOS(C)(=O)=O.CCOS(C)(=O)=O.CCOS(C)(=O)=O.CCOS(C)(=O)=O
- spin multiplicity = 1
- HOMO energy (eV) = -10.606

Each line ends with the Mulliken charge.
CARTESIAN COORDINATES (ANGSTROEM)
C (-0.3533, -4.7222, 6.7087)  -1.586
C (0.4462, -3.7819, 5.8336)  0.382
O (0.7351, -4.4891, 4.6337)  -0.356
S (1.3392, -3.6181, 3.3379)  1.088
C (2.7974, -2.7970, 4.1360)  -0.021
O (1.7553, -4.4926, 2.2618)  -0.648
O (0.3529, -2.5761, 3.0663)  -0.404
H (0.1787, -5.6085, 7.0546)  0.359
H (-1.2704, -5.0616, 6.2272)  0.361
H (-0.7291, -4.2915, 7.6368)  0.408
H (-0.2083, -2.9140, 5.7533)  0.090
H (1.3596, -3.5137, 6.3646)  0.259
H (2.4336, -2.0567, 4.8486)  0.116
H (3.3628, -2.3486, 3.3190)  -0.530
H (3.3241, -3.6470, 4.5697)  0.524
C (-7.5645, 1.8533, 2.9753)  -1.160
C (-6.2348, 2.5417, 3.3926)  -0.298
O (-5.1864, 1.6185, 3.1733)  -0.001
S (-3.6764, 2.1247, 3.4422)  1.120
C (-3.6664, 2.6353, 5.3231)  -0.740
O (-2.7535, 0.9957, 3.3726)  -0.541
O (-3.3544, 3.2727, 2.5915)  -0.721
H (-7.5832, 1.7350, 1.8919)  0.182
H (-8.4433, 2.4579, 3.1995)  0.411
H (-7.6638, 0.8889, 3.4735)  0.301
H (-6.0579, 3.4130, 2.7619)  0.297
H (-6.2671, 2.8610, 4.4343)  0.371
H (-4.2337, 3.5507, 5.4912)  0.466
H (-2.5928, 2.6901, 5.5035)  -0.200
H (-4.1680, 1.7446, 5.7013)  0.460
C (-1.7186, -5.9180, -4.8213)  -1.427
C (-0.9291, -4.8404, -4.0486)  0.344
O (-1.7263, -4.5114, -2.9357)  -0.460
S (-0.9653, -3.8879, -1.5723)  1.273
C (-0.2516, -5.4989, -0.9925)  -1.090
O (0.0997, -2.9964, -2.0883)  -0.228
O (-1.9241, -3.4070, -0.6436)  -0.625
H (-1.4416, -5.9637, -5.8745)  0.380
H (-2.7617, -5.6128, -4.7387)  0.318
H (-1.5645, -6.9093, -4.3951)  0.331
H (0.0466, -5.2417, -3.7744)  0.332
H (-0.9245, -3.9274, -4.6441)  -0.028
H (0.8098, -5.5965, -1.2207)  0.229
H (-0.7611, -6.2647, -1.5774)  0.405
H (-0.4024, -5.4896, 0.0870)  0.427
C (1.1153, 3.6855, 7.7009)  -1.566
C (0.2314, 2.7245, 6.9721)  0.454
O (0.9842, 1.6559, 6.5203)  -0.357
S (0.1062, 0.3982, 5.8918)  1.075
C (0.5419, 0.7217, 4.1833)  -0.663
O (0.7710, -0.8371, 6.2799)  -0.667
O (-1.3449, 0.6858, 6.0962)  -0.562
H (0.6587, 4.6606, 7.8701)  0.383
H (2.0250, 3.8519, 7.1240)  0.358
H (1.3596, 3.3238, 8.6997)  0.391
H (-0.5738, 2.5195, 7.6776)  0.304
H (-0.3291, 3.2116, 6.1742)  -0.096
H (-0.0510, 1.5902, 3.8963)  0.053
H (0.0888, -0.1208, 3.6607)  0.193
H (1.5972, 0.9119, 3.9878)  0.625
C (4.4432, -3.3460, -2.4406)  -0.599
C (3.4087, -3.8893, -3.4212)  0.359
O (3.6100, -3.2526, -4.7292)  -0.362
S (2.3215, -3.3879, -5.7720)  1.179
C (1.5158, -1.8851, -5.0638)  0.485
O (2.7758, -3.1027, -7.1250)  -0.666
O (1.5235, -4.6149, -5.4982)  -0.601
H (5.3813, -3.7535, -2.8174)  0.303
H (4.2237, -3.6972, -1.4323)  0.197
H (4.5189, -2.2618, -2.5223)  -0.217
H (3.5461, -4.9609, -3.5659)  0.354
H (2.3639, -3.8218, -3.1180)  -0.215
H (0.6957, -1.4930, -5.6654)  0.699
H (2.3215, -1.1511, -5.0534)  -0.678
H (1.2548, -2.1493, -4.0390)  -0.505
C (-5.2993, 2.2796, -0.8563)  0.622
C (-5.5603, 3.1321, -2.0711)  -0.792
O (-4.4659, 3.2056, -2.9708)  -0.252
S (-3.6084, 4.6435, -3.1282)  1.090
C (-2.5002, 4.4515, -1.6339)  -0.319
O (-2.7332, 4.6421, -4.3031)  -0.560
O (-4.5538, 5.7912, -2.9555)  -0.646
H (-6.2325, 2.1229, -0.3153)  0.163
H (-4.5122, 2.6458, -0.1971)  -0.219
H (-4.9238, 1.3097, -1.1825)  -0.394
H (-6.4445, 2.7531, -2.5835)  0.397
H (-5.7073, 4.1513, -1.7138)  0.461
H (-2.0812, 5.4435, -1.4653)  0.563
H (-1.8239, 3.6324, -1.8788)  -0.179
H (-3.1348, 4.1738, -0.7923)  -0.021
C (4.6290, 0.1972, -4.8326)  -0.346
C (5.4836, 1.4495, -4.5137)  -0.715
O (4.5807, 2.4648, -4.1673)  -0.325
S (4.8851, 3.4424, -2.8463)  1.179
C (4.4600, 2.1457, -1.5660)  -0.508
O (6.2995, 3.7894, -2.8413)  -0.669
O (3.8914, 4.4846, -2.7151)  -0.543
H (3.8799, 0.2866, -5.6194)  0.411
H (4.0719, -0.2015, -3.9848)  -0.340
H (5.2696, -0.6313, -5.1347)  0.374
H (6.3581, 1.3452, -3.8714)  0.349
H (6.0554, 1.8438, -5.3537)  0.396
H (5.4401, 1.7993, -1.2381)  0.590
H (3.8020, 1.3955, -2.0046)  -0.346
H (4.1101, 2.6164, -0.6473)  0.366
C (-1.7410, -0.2839, -4.1603)  0.691
C (-1.5039, 1.1078, -4.6681)  -0.660
O (-0.8830, 1.8925, -3.6367)  0.237
S (0.7377, 1.9240, -3.3368)  0.054
C (1.2385, 2.9584, -4.7642)  -1.155
O (0.9135, 2.6408, -2.0424)  -0.237
O (1.3252, 0.5826, -3.4812)  0.102
H (-0.9258, -1.0072, -4.1779)  -0.520
H (-2.5669, -0.6871, -4.7464)  0.723
H (-2.2244, -0.2928, -3.1834)  -0.774
H (-0.8902, 1.1194, -5.5688)  0.220
H (-2.4401, 1.6258, -4.8765)  0.387
H (0.6874, 3.8969, -4.7023)  0.412
H (1.0967, 2.3820, -5.6783)  0.369
H (2.2795, 3.2277, -4.5857)  0.325
C (-2.0365, 0.2680, -0.1309)  0.588
C (-0.9365, 1.1187, 0.4912)  0.826
O (-0.0888, 0.1944, 1.1236)  0.274
S (1.5835, 0.2285, 0.8344)  0.188
C (1.6430, -0.7209, -0.7507)  0.173
O (2.0517, 1.5726, 0.5475)  -0.244
O (2.2320, -0.4974, 1.9054)  -0.129
H (-2.5854, -0.3641, 0.5672)  0.455
H (-1.6760, -0.2969, -0.9906)  -0.535
H (-2.8812, 0.8016, -0.5667)  -0.457
H (-0.5487, 1.7273, -0.3257)  -0.376
H (-1.3737, 1.8290, 1.1929)  -0.392
H (2.5139, -0.5103, -1.3715)  -0.147
H (0.7127, -0.5156, -1.2804)  -0.674
H (1.5212, -1.7806, -0.5266)  0.574
C (7.5924, -5.0959, -0.9601)  -1.132
C (7.7663, -3.8147, -0.1648)  -0.186
O (6.9523, -2.7862, -0.7831)  -0.202
S (6.5448, -1.4084, 0.0608)  1.018
C (5.3138, -2.1408, 1.2399)  -1.132
O (7.7335, -0.9724, 0.7840)  -0.670
O (5.9340, -0.5277, -0.9382)  -0.357
H (7.9297, -6.0204, -0.4915)  0.388
H (8.1745, -5.0156, -1.8782)  0.321
H (6.5513, -5.2739, -1.2296)  0.226
H (7.3980, -3.9639, 0.8502)  0.300
H (8.8300, -3.6109, -0.0418)  0.257
H (4.6928, -1.3195, 1.5975)  0.278
H (5.9386, -2.4584, 2.0747)  0.540
H (4.7871, -2.9335, 0.7086)  0.362
C (-6.0635, -1.3606, 1.1159)  -1.459
C (-5.6740, -1.9107, -0.2291)  0.365
O (-6.4029, -1.1298, -1.2674)  -0.311
S (-6.5532, -1.7747, -2.7922)  1.154
C (-4.7777, -2.1963, -3.1571)  -0.435
O (-7.3595, -2.9889, -2.7117)  -0.639
O (-7.0252, -0.6830, -3.6958)  -0.626
H (-5.4347, -1.8467, 1.8617)  0.421
H (-7.1034, -1.5508, 1.3814)  0.475
H (-5.9137, -0.2848, 1.2079)  0.101
H (-4.5916, -1.8397, -0.3360)  -0.013
H (-6.0075, -2.9481, -0.2038)  0.470
H (-4.6438, -2.1945, -4.2388)  0.557
H (-4.6211, -3.1680, -2.6889)  0.318
H (-4.2238, -1.3669, -2.7172)  -0.319
C (-1.2184, 6.2997, 4.1267)  -0.658
C (0.3306, 6.3963, 4.0396)  -0.187
O (0.8210, 6.2624, 2.7400)  -0.352
S (0.6602, 4.8764, 1.7819)  1.110
C (2.1039, 5.1228, 0.6658)  -0.626
O (0.9861, 3.8017, 2.6897)  -0.550
O (-0.6604, 4.9778, 1.0880)  -0.507
H (-1.6156, 5.4984, 3.5036)  -0.052
H (-1.6397, 7.2377, 3.7649)  0.325
H (-1.6005, 6.1857, 5.1411)  0.380
H (0.6881, 7.2931, 4.5456)  0.351
H (0.7060, 5.6526, 4.7426)  0.077
H (1.9556, 4.3560, -0.0945)  -0.078
H (3.0543, 4.9070, 1.1538)  0.329
H (2.0683, 6.1552, 0.3179)  0.453

***

Most stable to least stable: #two, #one